The following is a DFT calculation (wB97M-V/def2-TZVPD) of 11 unconnected molecules or ions with the total composition C55H135N9O11 at a distorted geometry.

Output
HOMO energy: -8.00 eV
ΔE to the lowest compared entry with this formula, charge and spin: 5.723 eV
multiplicity: 1
SMILES string: CC1(C)CCCC(C)(C)N1O.CC1(C)CCCC(C)(C)N1O.CC1(C)CCCC(C)(C)N1O.COC[C@H](C)N.COC[C@H](C)N.COC[C@H](C)N.COC[C@H](C)N.COC[C@H](C)N.COC[C@H](C)N.CCO.CCO
total energy: -3496.59293 a.u.
M: 1098.74 g mol⁻¹
HOMO-LUMO gap: 8.44 eV

Last column: Löwdin charge in e.
Element x y z (Å)
1 O 20.22536 -0.07715 23.32919  -0.156
2 O 8.80886 4.41416 26.60343  -0.026
3 O 14.46999 -0.50508 20.85847  -0.014
4 O 15.71483 2.10722 30.12658  -0.196
5 O 16.01328 2.54789 23.21562  -0.220
6 O 20.70789 1.66162 25.26093  -0.237
7 O 18.63428 7.54932 22.81622  -0.198
8 O 16.48018 8.31420 18.66704  -0.222
9 O 18.87008 5.25830 27.74933  -0.099
10 O 17.52610 2.59229 12.47271  -0.012
11 O 21.21248 1.99296 19.64494  -0.237
12 N 23.56166 0.40136 27.45232  0.021
13 N 22.27082 -0.08447 21.36279  0.048
14 N 19.58408 2.58435 21.78709  0.082
15 N 18.32585 2.07994 13.45999  -0.125
16 N 13.39786 0.17623 20.27344  -0.106
17 N 17.93327 2.92473 28.70225  0.055
18 N 21.28058 5.06973 21.97326  0.034
19 N 10.17466 4.66117 26.96570  -0.100
20 N 14.20445 6.53155 18.62758  0.045
21 C 11.00192 3.85645 26.00234  -0.484
22 C 21.55634 7.22816 23.08483  -0.050
23 C 20.25037 -0.77891 20.23969  -0.037
24 C 17.19800 3.48651 15.30350  -0.028
25 C 11.98246 4.62821 28.84767  -0.101
26 C 11.44192 -0.34493 21.92228  -0.037
27 C 18.07581 2.67967 21.72722  -0.381
28 C 21.42737 3.19056 18.86974  -0.067
29 C 14.69085 1.50040 30.86295  -0.109
30 C 9.79778 5.93291 29.00244  -0.040
31 C 16.74046 2.41301 28.12567  -0.440
32 C 16.59855 6.90498 18.62633  -0.194
33 C 17.63760 9.19117 18.34660  -0.042
34 C 15.49162 4.67088 19.28976  -0.044
35 C 21.36155 1.01395 26.34450  -0.173
36 C 21.99029 0.95794 19.16126  -0.216
37 C 17.57817 2.09509 14.74497  -0.459
38 C 19.87136 4.03873 13.53329  -0.017
39 C 17.86267 7.00697 26.47160  -0.060
40 C 10.74827 2.38141 25.89542  -0.035
41 C 15.51335 3.88200 23.15569  -0.069
42 C 17.50416 1.71775 20.73787  -0.051
43 C 20.67537 3.10550 25.30050  -0.046
44 C 14.14654 -0.43591 17.95372  -0.048
45 C 20.48774 1.75327 14.50550  -0.132
46 C 12.31973 -1.79041 19.13958  -0.018
47 C 16.21619 1.33278 29.06434  -0.191
48 C 9.78394 3.41207 29.00662  -0.037
49 C 18.61086 -1.19231 24.69615  -0.063
50 C 12.89878 3.74368 27.93726  -0.155
51 C 17.79546 5.54634 26.92670  -0.368
52 C 19.97189 -1.32401 24.00058  -0.257
53 C 19.72188 2.53608 13.40407  -0.501
54 C 22.90995 0.98701 26.23861  -0.372
55 C 20.29655 1.95037 12.12020  -0.046
56 C 16.98158 1.92258 26.69684  -0.017
57 C 12.96915 -0.37562 18.96204  -0.473
58 C 19.84328 1.79344 15.86169  -0.212
59 C 11.42274 1.59741 20.50291  -0.146
60 C 17.30383 7.90961 22.43999  -0.087
61 C 13.18297 1.52810 22.27449  -0.027
62 C 16.29880 1.24227 14.59755  -0.036
63 C 20.58871 6.05583 22.76854  -0.418
64 C 17.44922 2.41048 23.10907  -0.159
65 C 10.43990 4.65158 28.44075  -0.466
66 C 23.48219 0.26745 24.99010  -0.053
67 C 10.80045 1.07890 19.17864  -0.128
68 C 15.37531 6.17807 19.24225  -0.497
69 C 11.97756 0.51408 18.22949  -0.134
70 C 12.37356 0.64033 21.26924  -0.474
71 C 12.47542 4.05740 26.46453  -0.138
72 C 18.41029 1.35701 15.84343  -0.135
73 C 19.27487 6.52257 22.04214  -0.160
74 C 21.69818 -0.30780 20.04138  -0.393
75 C 10.91786 4.60893 24.61482  -0.025
76 H 24.56709 0.16219 24.98899  0.073
77 H 17.88118 3.07218 23.85984  0.098
78 H 19.58926 4.35069 14.53887  0.059
79 H 22.08887 7.38907 22.14748  0.069
80 H 20.84453 0.07777 26.55505  0.122
81 H 16.63328 7.05158 22.48745  0.072
82 H 14.18931 2.29742 31.41185  0.087
83 H 22.19021 3.78068 19.37759  0.084
84 H 13.95862 3.99647 27.96798  0.090
85 H 16.45082 1.86746 20.50086  0.072
86 H 17.63961 1.34565 23.24314  0.118
87 H 21.69464 3.09642 17.81721  0.081
88 H 20.79768 4.47733 13.16229  0.090
89 H 17.68226 4.86421 26.08410  0.081
90 H 11.88278 2.57462 20.35616  0.112
91 H 14.30386 7.53515 18.57261  0.075
92 H 19.87577 2.83775 16.17224  0.094
93 H 23.05052 -0.71922 24.82211  0.074
94 H 22.36256 -1.03057 19.56777  0.121
95 H 18.74390 4.39671 28.15346  0.004
96 H 11.21283 1.91302 25.02773  0.075
97 H 17.59481 3.14963 29.62690  0.101
98 H 17.48701 2.68544 26.10466  0.056
99 H 24.43704 0.00831 27.13717  0.051
100 H 21.75459 0.70566 18.12738  0.104
101 H 15.64933 1.33585 15.46791  0.067
102 H 17.76751 0.68001 20.94239  0.080
103 H 9.98899 4.58863 24.04483  0.075
104 H 18.71676 7.09681 25.80037  0.069
105 H 12.39763 1.32145 17.62966  0.105
106 H 14.42779 3.79600 23.10799  0.075
107 H 10.36745 2.93314 29.79292  0.075
108 H 17.92690 1.51940 16.80678  0.115
109 H 16.79267 6.50399 17.63153  0.122
110 H 23.17458 -0.43963 27.85607  0.059
111 H 14.62743 4.10212 19.63293  0.081
112 H 19.10889 4.56189 12.95620  0.085
113 H 9.73444 5.89412 30.08991  0.083
114 H 23.05310 1.19450 19.21175  0.130
115 H 13.92386 -0.93253 17.00932  0.083
116 H 23.31949 0.90300 24.11964  0.067
117 H 17.93195 3.72467 21.45267  0.096
118 H 13.58534 0.89364 23.06421  0.085
119 H 22.40768 0.91619 21.35586  0.058
120 H 13.08407 3.39800 25.84580  0.109
121 H 11.15684 5.67170 24.65364  0.080
122 H 14.06202 2.04039 21.88344  0.058
123 H 20.36836 5.56334 23.71563  0.107
124 H 20.46579 3.60941 26.24403  0.087
125 H 20.51781 3.77735 18.99810  0.087
126 H 21.61617 3.52752 24.94708  0.088
127 H 18.35662 0.27902 15.69128  0.116
128 H 18.56306 5.69952 21.97861  0.091
129 H 16.06186 3.26561 28.09908  0.118
130 H 23.27831 2.01267 26.25942  0.127
131 H 15.34201 0.83154 28.64880  0.118
132 H 17.44865 6.69391 19.27509  0.106
133 H 13.95357 0.91960 30.30871  0.089
134 H 19.80890 1.71055 22.24100  0.041
135 H 16.95770 7.22413 25.90416  0.066
136 H 15.67060 4.30049 18.28037  0.066
137 H 12.64094 -2.43189 18.31895  0.077
138 H 11.65139 4.12350 23.97108  0.054
139 H 15.67760 1.50648 13.74174  0.076
140 H 17.63490 1.05748 26.81034  0.067
141 H 21.38381 1.97289 12.19408  0.084
142 H 11.44552 -0.01296 17.43749  0.113
143 H 11.25129 -1.76408 19.35372  0.066
144 H 10.83424 -0.90996 21.21549  0.069
145 H 11.32656 1.87304 26.66695  0.073
146 H 10.19643 1.81734 18.65143  0.101
147 H 16.02846 1.63854 26.25077  0.090
148 H 20.36606 1.31206 16.68818  0.090
149 H 18.00243 8.98940 17.33948  0.082
150 H 20.37243 0.58269 24.01080  0.025
151 H 12.07224 -1.08087 22.42145  0.086
152 H 18.52031 -2.13672 25.23280  0.075
153 H 14.98510 -0.99062 18.37471  0.076
154 H 15.03207 0.21106 21.16316  0.066
155 H 18.53421 -0.36093 25.39687  0.045
156 H 16.47116 0.17766 14.43939  0.083
157 H 17.61598 1.97529 11.74276  0.109
158 H 12.80751 2.69372 28.21539  0.095
159 H 18.41338 9.17706 19.11215  0.076
160 H 20.63336 0.68573 14.34043  0.125
161 H 10.65631 1.81660 21.24630  0.107
162 H 12.72277 5.11409 26.36291  0.119
163 H 16.74291 3.99804 14.45537  0.085
164 H 21.46920 2.19366 14.68123  0.124
165 H 22.26495 7.01180 23.88430  0.073
166 H 8.79599 6.14024 28.62623  0.078
167 H 21.11442 8.22271 23.14540  0.069
168 H 19.63045 -0.03696 20.74296  0.038
169 H 15.25286 6.49915 20.27667  0.131
170 H 20.07263 0.91534 11.86197  0.091
171 H 12.37827 5.64380 28.85259  0.108
172 H 15.12949 0.93318 31.68389  0.086
173 H 19.98293 -2.08545 23.22070  0.108
174 H 19.95198 2.26493 20.90237  0.028
175 H 21.54152 -0.24513 22.04280  0.013
176 H 10.39904 6.81640 28.78790  0.075
177 H 10.13620 0.23296 19.35548  0.086
178 H 16.91148 5.34702 27.53247  0.098
179 H 20.76490 4.20705 21.87345  0.014
180 H 14.58861 0.49635 17.60217  0.063
181 H 18.00711 4.13398 15.64147  0.061
182 H 12.11146 4.19057 29.83759  0.101
183 H 19.83150 -0.95109 19.24822  0.080
184 H 16.92500 0.53743 29.29481  0.134
185 H 19.46987 6.73715 20.99142  0.115
186 H 12.76601 -2.28858 20.00024  0.077
187 H 10.84360 0.09347 22.72099  0.086
188 H 17.14974 10.16564 18.36901  0.084
189 H 19.89322 3.33178 24.57585  0.062
190 H 20.26546 -1.70047 20.82161  0.078
191 H 22.11595 4.80571 22.47579  0.069
192 H 21.12116 1.63446 27.20781  0.115
193 H 17.97087 1.91856 19.77353  0.081
194 H 14.19010 6.26626 17.65315  0.086
195 H 16.46223 3.45425 16.10706  0.066
196 H 15.98940 4.39443 22.31970  0.067
197 H 15.79588 4.33683 24.10512  0.083
198 H 20.02995 2.62113 11.30344  0.081
199 H 8.55469 5.18841 26.09595  0.098
200 H 20.79645 -1.55947 24.67344  0.097
201 H 17.79138 -1.11000 23.98215  0.076
202 H 12.53894 2.21903 22.81851  0.063
203 H 17.84902 7.65391 27.34873  0.077
204 H 9.70163 2.12938 26.06616  0.085
205 H 16.29071 4.34842 19.95729  0.050
206 H 9.76751 2.64764 28.22978  0.068
207 H 16.99855 8.71459 23.10851  0.090
208 H 8.81636 3.52977 29.49448  0.087
209 H 18.58457 2.15870 28.79767  0.099
210 H 17.20556 8.33379 21.44074  0.069